[1]
Entry from the OMol25 dataset: C3H3ClO in the gas phase (ωB97M-V/def2-TZVPD).

Each line ends with the natural charge from an NBO analysis.
Atoms and positions in Å:
C1 0.368340 0.838812 -0.293886  0.22
C2 0.661824 -0.547134 0.103546  -0.36
C3 -0.782694 0.036098 -0.039956  -0.26
O1 0.812333 1.943524 -0.447434  -0.24
Cl1 -2.080639 0.259940 1.105382  0.01
H1 1.108835 -1.305788 -0.529379  0.21
H2 1.042281 -0.669509 1.086692  0.21
H3 -1.130282 -0.555944 -0.984965  0.22

Cartesian forces (eV/Å) of the 2 atoms listed first:
-0.9 -1.6 -0.4
-0.8 0.0 1.5

The spin multiplicity is 3. Its net charge is 0. The electronic energy comes out at -17723.9582 eV. The expectation value of S² is 2.009. As for the max |F|: 0.0911 hartree/bohr. The value obtained for the HOMO-LUMO gap (spin up / spin down) is 7.493 / 8.023 eV.


[2]
Entry from the OMol25 dataset: C3H3ClO2 in the gas phase (ωB97M-V/def2-TZVPD).

Each line ends with the natural charge from an NBO analysis.
Atoms and positions in Å:
C1 -1.254268 0.214742 0.001590  -0.67
C2 0.074093 -0.377600 -0.032469  0.43
O1 0.832288 -0.907231 1.115853  -0.49
C3 1.424430 -0.199425 -0.051770  0.34
Cl1 2.626758 0.978107 -0.033823  0.10
O2 0.860075 -1.057162 -1.010902  -0.46
H1 -1.415454 0.659194 -1.033525  0.25
H2 -1.096696 1.114808 0.626065  0.25
H3 -2.051227 -0.425431 0.418980  0.25

Cartesian forces (eV/Å) of the 2 atoms listed first:
0.1 1.7 -1.0
0.5 -0.3 1.4

The spin multiplicity is 1. Its net charge is 0. The electronic energy comes out at -19772.6909 eV. Its structure (SMILES) is C[C@]12O[C@@]1(Cl)O2. As for the max |F|: 0.0390 hartree/bohr. The value obtained for the HOMO-LUMO gap is 10.056 eV.


[3]
Entry from the OMol25 dataset: C3H3ClO2 in the gas phase (ωB97M-V/def2-TZVPD).

Each line ends with the natural charge from an NBO analysis.
Atoms and positions in Å:
C1 -1.518859 -0.688156 0.182580  0.82
C2 -3.549006 0.892640 0.734016  0.27
C3 -0.167317 0.000234 -0.085691  -0.71
O1 -1.933829 -1.742698 -0.079988  -0.48
O2 -2.375132 0.284192 0.797539  -0.59
Cl1 -4.372233 0.398919 -0.698959  -0.05
H1 -0.591771 0.853732 -0.481175  0.24
H2 0.513269 -0.589032 -0.797280  0.25
H3 0.364248 0.271897 0.868357  0.26

Cartesian forces (eV/Å) of the 2 atoms listed first:
0.6 1.0 -0.5
1.3 -0.9 0.1

The spin multiplicity is 1. Its net charge is 0. The electronic energy comes out at -19774.0038 eV. As for the max |F|: 0.0563 hartree/bohr. The value obtained for the HOMO-LUMO gap is 9.504 eV.


Sequential ΔE to the lowest compared entry with this formula, charge and spin output: 0.0 385.8 259.1 kJ/mol